# 1
{
  "formula": "C6H10IN",
  "method": "the ωB97M-V functional and the def2-TZVPD basis",
  "e_homo_ev": -8.41,
  "homo_lumo_gap_ha": 0.3136,
  "e_tot_ha": -586.956713,
  "de_lowest_kcal_mol": 48.76,
  "species": ["C", "C", "C", "C", "C", "C", "N", "I", "H", "H", "H", "H", "H", "H", "H", "H", "H", "H"],
  "coordinates": [[-0.83052, -0.57856, 1.81192], [0.77973, 0.40808, -2.10790], [-0.77516, -1.34068, -1.15117], [0.83568, 1.34810, 1.54218], [0.37771, -0.65060, -1.09867], [-0.53514, 0.61664, 1.42878], [-1.29975, -1.55953, 2.39792], [-2.21085, 1.64872, 0.71065], [0.00071, 0.93650, -2.55231], [1.47725, 1.25009, -1.75219], [1.37805, -0.03448, -2.96624], [-1.36569, -2.37458, 1.85232], [-1.06574, -2.08751, -0.44648], [-1.37400, -1.25081, -1.99763], [1.52762, 0.64414, 1.24099], [0.94581, 2.20489, 0.84416], [1.06970, 1.62703, 2.57465], [1.06461, -0.80745, -0.33098]],
  "forces_ev_per_a": [[-0.8, -0.6, 1.4], [3.1, -0.2, -0.2], [2.3, 0.6, 0.1], [-2.1, 0.6, 0.0], [-1.7, 0.2, -1.5], [1.0, 1.9, 0.2], [0.6, 1.7, 0.2], [0.1, 0.1, -0.1], [-1.8, 0.6, -0.7], [-0.9, -1.4, 0.1], [-0.7, 0.2, 0.9], [-0.1, -1.5, -0.9], [0.1, -0.3, 0.4], [-1.2, 0.4, -1.2], [1.8, -1.4, -0.5], [-0.4, -0.5, 0.6], [-0.3, 0.2, -0.2], [0.9, -0.3, 1.3]],
  "nbo_charge": [0.36, -0.66, -0.40, -0.62, -0.15, -0.34, -0.60, 0.17, 0.22, 0.21, 0.22, 0.36, 0.18, 0.19, 0.21, 0.23, 0.23, 0.18]
}

---

# 2
{
  "formula": "C6H12O",
  "method": "the ωB97M-V functional and the def2-TZVPD basis",
  "e_homo_ev": -8.64,
  "homo_lumo_gap_ha": 0.3435,
  "e_tot_ha": -310.975321,
  "smiles": "C=C/C(C)=C/C.O",
  "de_lowest_kcal_mol": 52.68,
  "species": ["C", "C", "C", "C", "C", "C", "H", "H", "H", "H", "H", "H", "H", "H", "H", "H", "O", "H", "H"],
  "coordinates": [[1.10991, -2.25987, 0.49640], [1.32839, -0.97344, 0.25184], [0.27931, -0.11308, -0.32663], [0.89381, 1.28471, -0.51484], [-0.93054, -0.40056, -0.83560], [-1.74090, 0.63286, -1.52896], [0.23530, -2.76968, 0.07912], [1.82243, -2.92054, 0.98805], [2.30427, -0.50253, 0.40473], [1.82227, 1.49257, 0.03914], [0.26282, 2.19850, -0.42058], [1.36754, 1.20843, -1.51168], [-1.44660, -1.32801, -0.55687], [-2.81326, 0.66183, -1.26756], [-1.77244, 0.57573, -2.60957], [-1.53719, 1.68414, -1.25625], [-0.17694, 0.53440, 3.25421], [0.05422, 0.74966, 2.33303], [-1.06240, 0.24487, 2.98202]],
  "forces_ev_per_a": [[0.3, -0.8, -0.3], [-0.7, -0.9, 0.1], [1.0, 1.7, -0.4], [0.6, 0.4, -1.0], [0.0, 0.1, 1.4], [-1.7, 1.5, 0.4], [0.0, 0.3, 0.5], [0.0, 0.3, -0.2], [-0.5, -0.2, 0.4], [-0.6, -0.4, 0.6], [0.3, -0.9, -0.3], [-0.6, 0.6, -0.1], [0.5, 0.1, -0.6], [0.2, -0.9, 0.1], [0.4, -0.2, -0.4], [0.7, -0.5, -0.3], [-0.8, 0.0, -1.5], [1.0, 0.2, 0.4], [-0.2, -0.3, 1.0]],
  "nbo_charge": [-0.34, -0.23, -0.04, -0.67, -0.19, -0.66, 0.19, 0.20, 0.21, 0.22, 0.22, 0.23, 0.21, 0.22, 0.22, 0.22, -0.92, 0.46, 0.46]
}

---

# 3
{
  "formula": "C4H8O2",
  "method": "the ωB97M-V functional and the def2-TZVPD basis",
  "e_homo_ev": -10.11,
  "homo_lumo_gap_ha": 0.4115,
  "e_tot_ha": -307.611353,
  "smiles": "OCC[C@H]1CO1",
  "de_lowest_kcal_mol": 63.43,
  "species": ["O", "C", "C", "C", "C", "O", "H", "H", "H", "H", "H", "H", "H", "H"],
  "coordinates": [[1.95589, 1.08963, 0.33805], [1.68635, -0.22841, -0.09396], [0.27455, -0.75709, 0.20974], [-0.81868, -0.10795, -0.70340], [-2.02274, 0.26454, 0.03287], [-0.92788, 1.16047, -0.04914], [1.24713, 1.67020, 0.03350], [1.85226, -0.33561, -1.17351], [2.42631, -0.84484, 0.42810], [0.25544, -1.84733, 0.22399], [0.07166, -0.42766, 1.25253], [-0.92690, -0.01858, -1.81088], [-2.21468, -0.31549, 0.93608], [-2.87665, 0.75787, -0.41438]],
  "forces_ev_per_a": [[-0.3, 0.1, -0.1], [0.0, -0.5, -0.3], [-0.2, -0.1, -0.4], [0.7, 0.4, 0.6], [-0.4, 0.1, 0.3], [-0.4, 1.1, 0.1], [0.0, -0.1, 0.1], [0.2, 0.1, 0.0], [-0.2, 0.0, -0.2], [0.2, -0.1, -0.3], [-0.3, -0.2, -0.7], [0.9, -0.6, 0.9], [0.1, 0.6, 0.3], [-0.3, -0.7, -0.3]],
  "nbo_charge": [-0.72, -0.06, -0.44, 0.03, -0.12, -0.52, 0.48, 0.15, 0.18, 0.21, 0.23, 0.21, 0.18, 0.20]
}

---

# 4
{
  "formula": "C24H27F5N7O2SSeTa",
  "method": "the ωB97M-V functional and the def2-TZVPD basis",
  "e_homo_ev": -13.30,
  "homo_lumo_gap_ha": 0.2734,
  "e_tot_ha": -4820.165544,
  "total_charge": 2,
  "de_lowest_kcal_mol": 0.00,
  "species": ["Ta", "N", "C", "C", "C", "C", "N", "C", "N", "N", "C", "O", "O", "H", "H", "H", "H", "H", "H", "H", "H", "H", "H", "H", "H", "H", "H", "S", "C", "N", "C", "C", "C", "N", "H", "H", "H", "H", "F", "C", "C", "F", "C", "F", "C", "Se", "C", "F", "C", "F", "C", "C", "C", "C", "C", "C", "C", "C", "N", "H", "H", "H", "H", "H", "H", "H", "H", "H"],
  "coordinates": [[0.66146, -0.03194, -0.86866], [-0.30586, -0.40594, 1.58346], [-0.16083, -1.82466, 1.95937], [-1.47125, -2.38864, 2.53333], [-1.45687, -3.82101, 3.08417], [-0.38342, -4.10215, 4.14404], [0.83805, -4.58423, 3.49857], [1.73240, -5.39536, 4.03250], [2.69704, -5.89985, 3.25510], [1.71334, -5.70124, 5.33030], [0.32708, -2.61801, 0.73281], [0.68241, -3.77527, 0.86076], [0.35657, -1.95064, -0.37303], [-0.00825, 0.20726, 2.33213], [-1.28193, -0.19212, 1.40062], [0.64488, -1.90804, 2.69214], [-2.23432, -2.33788, 1.75095], [-1.78125, -1.71276, 3.33471], [-1.34311, -4.53630, 2.26932], [-2.43513, -4.00025, 3.52827], [-0.75250, -4.86047, 4.83671], [-0.16858, -3.19760, 4.72193], [0.90192, -4.38363, 2.49339], [2.67212, -5.75712, 2.25936], [3.41195, -6.49879, 3.62787], [1.00490, -5.34861, 5.94856], [2.38386, -6.34459, 5.71333], [1.69940, -0.19717, -3.15185], [0.67241, 0.32366, -4.42632], [-0.50134, 0.96220, -4.19915], [-1.30937, 1.33518, -5.21073], [-0.93166, 1.08433, -6.49729], [0.31771, 0.47453, -6.67474], [1.08796, 0.10933, -5.66474], [-0.75383, 1.16462, -3.23490], [-2.23184, 1.83045, -4.93844], [-1.55333, 1.35990, -7.33472], [0.71462, 0.27834, -7.66422], [7.54302, -0.23268, 0.31881], [6.31011, 0.22837, 0.27114], [6.05790, 1.57737, 0.49311], [7.05970, 2.39686, 0.74505], [4.75678, 2.04910, 0.44952], [4.51463, 3.33462, 0.67416], [3.68860, 1.20394, 0.16797], [1.92944, 1.93509, 0.05816], [3.98102, -0.12588, -0.04693], [2.94221, -0.97997, -0.30722], [5.26046, -0.63672, 0.00432], [5.47816, -1.93059, -0.19120], [-1.11529, 3.61090, -0.72506], [-2.26069, 2.79645, -1.24691], [-3.48804, 3.37487, -1.52472], [-4.54608, 2.61398, -1.99909], [-4.39467, 1.24826, -2.18361], [-3.18947, 0.62141, -1.90865], [-3.04686, -0.87082, -2.05380], [-2.10439, 1.40485, -1.44988], [-0.88114, 0.80656, -1.24304], [-1.43363, 4.62319, -0.48864], [-0.30306, 3.66734, -1.45507], [-0.70174, 3.15600, 0.17719], [-3.61918, 4.43772, -1.36525], [-5.49487, 3.08693, -2.21471], [-5.23263, 0.66051, -2.53862], [-3.80275, -1.26726, -2.72930], [-3.19491, -1.35224, -1.08249], [-2.05980, -1.17369, -2.40695]],
  "forces_ev_per_a": [[-1.1, 0.4, 0.1], [0.3, -0.1, -0.6], [-0.1, 0.0, -0.3], [0.1, -0.1, 0.1], [0.1, 0.1, -0.1], [0.0, 0.0, 0.0], [-0.1, 0.0, -0.1], [0.1, 0.1, 0.0], [0.0, 0.0, 0.0], [0.0, -0.1, 0.0], [0.1, -0.2, 1.0], [-0.1, 0.2, -0.3], [0.1, 0.1, -0.9], [0.1, 0.1, 0.0], [0.0, 0.0, 0.0], [0.0, 0.1, 0.1], [0.0, 0.1, 0.0], [0.0, 0.0, 0.0], [-0.1, -0.1, 0.0], [0.0, 0.0, 0.0], [0.0, 0.0, 0.0], [0.0, 0.0, 0.1], [0.0, 0.0, 0.0], [0.0, 0.0, 0.0], [0.0, 0.0, 0.0], [0.0, 0.1, 0.0], [0.0, 0.0, 0.0], [0.2, -0.4, 0.9], [-0.5, 0.4, -0.2], [0.2, -0.1, -0.3], [-0.1, 0.1, 0.0], [0.2, -0.1, -0.1], [-0.2, 0.1, 0.1], [0.1, -0.2, 0.1], [-0.1, -0.1, 0.1], [0.0, 0.0, 0.1], [0.0, 0.0, 0.0], [-0.1, 0.0, 0.0], [0.1, 0.0, 0.0], [-0.1, 0.1, 0.0], [0.0, -0.1, 0.0], [0.1, 0.1, 0.0], [-0.2, -0.1, -0.1], [0.1, 0.0, 0.0], [0.2, 0.0, 0.0], [-0.1, 0.1, 0.0], [0.1, 0.4, 0.1], [-0.3, -0.1, -0.1], [-0.1, -0.1, 0.0], [0.0, -0.1, 0.0], [0.0, -0.1, -0.1], [0.3, -0.3, 0.0], [-0.1, 0.0, 0.0], [0.0, 0.0, 0.0], [-0.1, 0.1, 0.0], [0.4, -0.1, 0.1], [-0.1, 0.1, 0.1], [-1.0, 0.4, -0.3], [1.6, -0.7, 0.6], [0.0, 0.0, 0.0], [0.0, 0.0, 0.0], [0.0, 0.1, 0.0], [0.0, 0.0, 0.0], [0.0, 0.0, 0.0], [0.0, 0.0, 0.0], [0.0, 0.0, 0.0], [0.0, 0.0, 0.0], [0.0, 0.0, -0.1]],
  "nbo_charge": [1.63, -0.82, -0.17, -0.40, -0.41, -0.23, -0.59, 0.68, -0.76, -0.77, 0.82, -0.63, -0.77, 0.41, 0.40, 0.22, 0.22, 0.22, 0.23, 0.25, 0.22, 0.20, 0.45, 0.43, 0.42, 0.43, 0.43, -0.05, 0.32, -0.50, 0.12, -0.29, 0.17, -0.42, 0.47, 0.25, 0.27, 0.24, -0.26, 0.30, 0.30, -0.26, 0.34, -0.28, -0.32, 0.04, 0.33, -0.32, 0.27, -0.27, -0.64, 0.00, -0.21, -0.17, -0.21, -0.03, -0.63, 0.07, -0.80, 0.24, 0.23, 0.22, 0.23, 0.24, 0.23, 0.24, 0.22, 0.21]
}